[1]
# C36H66Cl4N3O3P2PtSi

A structure of composition C36H66Cl4N3O3P2PtSi (wB97M-V/def2-TZVPD, the OMol25 dataset).

Positions of all 116 atoms, in Å:
Pt -0.18 0.03 1.08
Cl 6.08 -0.08 4.40
C 4.39 -0.07 3.99
C 3.44 -0.16 4.98
Cl 3.90 -0.29 6.65
C 2.08 -0.15 4.63
Cl 0.85 -0.25 5.85
C 1.65 -0.06 3.31
O 0.34 -0.08 3.07
C 2.65 0.02 2.24
O 2.30 0.10 1.01
C 4.00 0.02 2.65
Cl 5.19 0.14 1.39
C -3.26 -2.39 0.40
C -1.97 -3.19 0.33
C -1.54 -3.36 -1.13
P -0.64 -2.39 1.35
C 0.81 -3.54 1.09
C 1.68 -3.02 -0.05
C 1.68 -3.69 2.34
C -1.15 -2.76 3.11
C -1.67 -4.18 3.32
C -2.11 -1.73 3.71
H -4.04 -2.87 -0.21
H -3.10 -1.38 0.01
H -3.64 -2.29 1.41
H -2.14 -4.19 0.75
H -1.20 -2.40 -1.53
H -2.39 -3.70 -1.73
H -0.74 -4.09 -1.24
H 0.41 -4.53 0.82
H 2.11 -2.05 0.21
H 1.10 -2.85 -0.96
H 2.48 -3.73 -0.26
H 1.99 -2.71 2.72
H 2.59 -4.24 2.08
H 1.18 -4.23 3.14
H -0.21 -2.65 3.65
H -2.67 -4.31 2.89
H -1.75 -4.39 4.39
H -1.02 -4.94 2.87
H -3.08 -1.72 3.22
H -1.68 -0.74 3.68
H -2.28 -1.99 4.76
O 0.10 -0.36 -1.20
P 0.24 -0.13 -2.66
N 1.09 -1.26 -3.55
C 2.53 -1.39 -3.22
C 2.91 -2.81 -3.65
C 1.74 -3.28 -4.52
C 0.55 -2.59 -3.85
N 1.11 1.26 -2.89
C 1.51 1.76 -4.20
C 2.77 2.59 -3.92
C 2.64 2.95 -2.44
C 2.07 1.68 -1.84
N -1.22 -0.13 -3.42
C -2.46 0.21 -2.69
C -3.47 0.53 -3.79
C -2.90 -0.17 -5.03
C -1.40 0.05 -4.86
H 2.70 -1.25 -2.14
H 3.10 -0.63 -3.75
H 3.01 -3.45 -2.77
H 3.86 -2.84 -4.18
H 1.63 -4.36 -4.55
H 1.85 -2.91 -5.54
H 0.27 -3.13 -2.94
H -0.33 -2.53 -4.49
H 0.72 2.40 -4.62
H 1.70 0.95 -4.91
H 2.84 3.46 -4.58
H 3.66 1.98 -4.08
H 1.94 3.78 -2.31
H 3.59 3.23 -1.98
H 1.57 1.80 -0.89
H 2.86 0.94 -1.68
H -2.30 1.05 -2.02
H -2.77 -0.64 -2.09
H -3.51 1.61 -3.96
H -4.47 0.20 -3.53
H -3.28 0.24 -5.97
H -3.13 -1.24 -5.00
H -1.13 1.06 -5.18
H -0.79 -0.65 -5.43
C -1.15 2.95 -0.58
Si -0.73 2.32 1.18
C -2.44 2.47 2.11
C -3.36 1.35 1.61
C -2.26 2.30 3.63
C -3.18 3.79 1.84
C 0.54 3.61 1.89
C 1.10 3.23 3.26
C -0.05 5.02 2.00
C 1.74 3.68 0.93
H -1.19 4.05 -0.61
H -2.14 2.59 -0.88
H -0.44 2.63 -1.34
H -2.89 0.37 1.75
H -3.60 1.46 0.55
H -4.30 1.37 2.17
H -1.62 1.45 3.87
H -3.24 2.15 4.11
H -1.81 3.19 4.08
H -3.31 3.96 0.77
H -2.68 4.66 2.26
H -4.19 3.75 2.28
H 0.33 3.21 4.04
H 1.86 3.97 3.56
H 1.58 2.26 3.25
H -0.75 5.10 2.84
H -0.56 5.36 1.10
H 0.76 5.74 2.20
H 2.24 2.71 0.86
H 2.46 4.41 1.30
H 1.44 3.99 -0.07

The calculation puts the HOMO energy at -3.49 eV. For the energy relative to the best compared isomer or geometry (same formula, charge and spin), the calculation gives 7.0 kcal per mole. Its charge is -1. As for the molar mass: 1015.9 g/mol. Its spin multiplicity is 1.

Results of the Mulliken charge analysis, in e, for atoms 1 through 5:
1. Pt 2.5676
2. Cl -0.2557
3. C 0.4658
4. C 0.0545
5. Cl -0.2626

=====

[2]
# C36H66N2O7S

A cluster of 3 separate species, C36H66N2O7S in total (wB97M-V/def2-TZVPD, the OMol25 dataset).

Positions of all 112 atoms, in Å:
C 1.33 1.94 6.75
C -0.02 1.92 6.33
C -0.65 0.90 5.27
C -0.71 1.57 3.78
S -1.92 2.99 4.11
O 0.63 2.16 3.70
C 1.29 1.40 2.68
O 2.44 1.75 2.38
O 0.43 0.39 2.16
C -0.98 0.62 2.53
C -1.44 -0.92 2.82
C -0.90 -1.93 1.65
C 0.29 -2.89 2.14
C 1.77 -2.43 1.69
C 1.91 -1.98 0.16
C 3.46 -1.98 -0.30
C 4.14 -0.55 0.05
C 5.07 -0.80 1.35
C 5.41 0.53 2.19
C 4.94 0.28 3.73
C 6.23 -0.06 4.62
C -1.98 1.13 1.36
C -1.24 2.01 0.24
C -0.36 3.26 0.52
C 0.36 4.11 -0.54
C 0.20 3.73 -2.03
C -0.69 2.51 -2.36
C -1.42 1.63 -1.28
H 2.00 1.02 6.83
H 1.83 2.95 6.99
H -0.72 2.73 6.75
H 0.11 0.03 5.17
H -1.69 0.51 5.58
H -2.44 3.45 2.91
H -0.98 -1.33 3.79
H -2.57 -1.00 2.89
H -0.70 -1.37 0.67
H -1.81 -2.63 1.44
H 0.14 -3.95 1.74
H 0.31 -2.97 3.29
H 2.45 -3.36 1.82
H 2.20 -1.64 2.41
H 1.53 -0.89 0.09
H 1.22 -2.58 -0.54
H 3.98 -2.80 0.30
H 3.50 -2.24 -1.41
H 4.72 -0.19 -0.86
H 3.36 0.27 0.30
H 6.07 -1.24 1.00
H 4.54 -1.59 1.99
H 4.98 1.48 1.73
H 6.56 0.66 2.19
H 4.48 1.27 4.08
H 4.10 -0.50 3.80
H 6.64 -1.08 4.25
H 5.90 -0.08 5.72
H 6.98 0.79 4.48
H -2.89 1.69 1.80
H -2.43 0.19 0.87
H -0.23 3.55 1.63
H 1.00 4.99 -0.15
H 0.74 4.39 -2.81
H -0.83 2.26 -3.47
H -2.08 0.74 -1.59
C 3.49 5.66 -8.46
O 2.31 6.45 -8.59
C 1.25 5.78 -9.27
C 0.11 5.46 -8.32
N 0.48 4.41 -7.36
C -0.48 4.24 -6.27
C -0.66 5.42 -5.30
O 0.48 5.70 -4.50
C 1.44 6.55 -5.11
H 4.28 6.29 -8.07
H 3.33 4.83 -7.76
H 3.80 5.27 -9.43
H 1.60 4.88 -9.79
H 0.89 6.47 -10.03
H -0.76 5.13 -8.89
H -0.16 6.39 -7.80
H 1.38 4.64 -6.96
H -0.13 3.38 -5.69
H -1.45 3.97 -6.69
H -1.45 5.13 -4.60
H -1.02 6.33 -5.80
H 0.98 7.28 -5.79
H 2.19 5.96 -5.64
H 1.96 7.10 -4.33
C -4.40 -8.94 3.03
O -4.07 -8.59 1.70
C -5.21 -8.46 0.85
C -5.42 -7.00 0.45
N -5.87 -6.20 1.59
C -5.84 -4.75 1.33
C -4.48 -4.10 1.07
O -3.61 -4.10 2.20
C -2.85 -5.29 2.36
H -3.47 -9.16 3.56
H -4.89 -8.11 3.54
H -5.04 -9.83 3.06
H -6.11 -8.88 1.30
H -4.99 -9.04 -0.05
H -6.17 -6.95 -0.35
H -4.47 -6.63 0.05
H -5.26 -6.39 2.38
H -6.28 -4.28 2.21
H -6.51 -4.53 0.49
H -4.66 -3.04 0.85
H -3.97 -4.51 0.19
H -2.60 -5.75 1.40
H -3.37 -6.00 3.00
H -1.91 -5.03 2.87

The calculation puts the HOMO energy at -8.66 eV. The SMILES is C=CC[C@@]1(S)OC(=O)O[C@]1(CCCCCCCCCCC)Cc1ccccc1.COCCNCCOC.COCCNCCOC. As for the molar mass: 671.0 g/mol. Its spin multiplicity is 1.

Results of the Mulliken charge analysis, in e, for atoms 1 through 5:
1. C -0.6721
2. C -0.1694
3. C -0.6562
4. C 0.4544
5. S -0.2656

=====

[3]
# C36H67BClN2O18PS6

A cluster of 7 separate species, C36H67BClN2O18PS6 in total (wB97M-V/def2-TZVPD, the OMol25 dataset).

Positions of all 132 atoms, in Å:
C 2.65 -2.42 2.41
C 3.96 -2.25 2.27
C 4.68 -0.87 2.14
C 6.17 -1.19 2.06
N 7.22 -1.47 1.77
B 4.49 -0.15 3.59
O 3.95 1.12 3.74
O 4.94 -0.81 4.75
C 6.17 -0.22 5.21
C 7.31 -1.27 5.34
C 4.21 0.02 0.93
C 2.75 0.45 1.04
N 1.69 0.63 1.38
C 5.05 1.37 0.89
O 5.63 1.55 -0.42
C 4.97 2.58 -1.15
O 5.35 2.48 -2.50
C 6.66 3.04 -2.71
C 7.38 2.33 -3.91
O 7.93 3.35 -4.77
P 4.36 -0.74 -0.82
O 5.91 -1.36 -1.02
Cl 3.11 -2.44 -0.98
H 1.95 -1.62 2.74
H 2.16 -3.38 2.17
H 4.58 -3.16 2.29
H 3.20 1.12 4.35
H 6.06 0.34 6.16
H 6.51 0.52 4.43
H 8.27 -0.78 5.62
H 7.51 -1.79 4.38
H 7.04 -2.06 6.08
H 4.40 2.24 1.13
H 5.90 1.36 1.59
H 3.86 2.44 -1.13
H 5.25 3.61 -0.82
H 7.30 2.94 -1.80
H 6.50 4.12 -2.95
H 6.63 1.75 -4.49
H 8.23 1.70 -3.57
H 8.56 3.86 -4.23
H 6.54 -0.75 -0.58
O -4.80 1.50 1.65
S -4.07 2.17 0.60
O -4.66 2.46 -0.68
C -3.36 3.67 1.26
C -2.00 3.23 1.81
C -1.41 2.29 0.76
C -2.51 1.31 0.35
H -4.02 4.08 2.02
H -3.24 4.38 0.44
H -1.35 4.09 2.00
H -2.14 2.69 2.75
H -1.09 2.87 -0.11
H -0.54 1.76 1.14
H -2.43 1.02 -0.70
H -2.52 0.42 0.98
O -2.21 -2.08 4.39
S -2.51 -1.17 5.47
O -1.50 -0.74 6.41
C -3.32 0.27 4.80
C -4.80 -0.09 4.80
C -5.05 -0.78 6.15
C -3.93 -1.80 6.36
H -2.94 0.48 3.80
H -3.12 1.11 5.46
H -5.43 0.79 4.67
H -5.02 -0.79 3.99
H -5.03 -0.03 6.95
H -6.03 -1.26 6.18
H -3.67 -1.90 7.42
H -4.19 -2.77 5.95
O -6.56 -3.54 5.74
S -7.69 -3.26 4.88
O -7.89 -1.97 4.27
C -7.77 -4.52 3.62
C -8.62 -5.62 4.24
C -9.78 -4.91 4.94
C -9.19 -3.75 5.74
H -6.76 -4.85 3.36
H -8.26 -4.09 2.75
H -8.97 -6.33 3.48
H -8.03 -6.18 4.97
H -10.48 -4.53 4.19
H -10.33 -5.59 5.58
H -9.87 -2.90 5.78
H -8.91 -4.06 6.75
O 9.41 3.05 -7.97
S 8.13 2.40 -7.83
O 7.36 2.50 -6.62
C 7.10 2.87 -9.22
C 7.41 1.83 -10.28
C 7.45 0.48 -9.55
C 8.30 0.67 -8.29
H 7.34 3.89 -9.52
H 6.06 2.81 -8.89
H 6.66 1.84 -11.08
H 8.38 2.03 -10.74
H 6.44 0.19 -9.28
H 7.86 -0.31 -10.18
H 7.95 0.05 -7.47
H 9.35 0.48 -8.48
O 6.11 7.69 -10.56
S 5.71 6.73 -9.56
O 5.39 5.36 -9.90
C 6.92 6.74 -8.25
C 6.42 7.82 -7.29
C 4.91 7.62 -7.18
C 4.37 7.44 -8.60
H 7.90 6.94 -8.65
H 6.90 5.76 -7.77
H 6.91 7.74 -6.32
H 6.64 8.81 -7.70
H 4.70 6.73 -6.59
H 4.43 8.46 -6.68
H 3.51 6.76 -8.63
H 4.10 8.39 -9.06
O -13.23 -5.94 5.32
S -12.58 -7.00 4.59
O -11.35 -7.60 5.04
C -13.77 -8.28 4.26
C -14.41 -7.87 2.94
C -13.26 -7.40 2.04
C -12.38 -6.47 2.88
H -14.48 -8.35 5.08
H -13.23 -9.22 4.16
H -14.96 -8.70 2.48
H -15.11 -7.05 3.10
H -12.67 -8.26 1.72
H -13.62 -6.90 1.15
H -11.33 -6.54 2.61
H -12.71 -5.43 2.81

The calculation puts the HOMO energy at -8.61 eV. The SMILES is C=C[C@](C#N)(B(O)OCC)[C@@](C#N)(COCOCCO)P(O)Cl.O=S1(=O)CCCC1.O=S1(=O)CCCC1.O=S1(=O)CCCC1.O=S1(=O)CCCC1.O=S1(=O)CCCC1.O=S1(=O)CCCC1. As for the molar mass: 1085.6 g/mol. Its spin multiplicity is 1.

Results of the Mulliken charge analysis, in e, for atoms 1 through 5:
1. C -0.9742
2. C -0.6901
3. C 1.8989
4. C -0.7921
5. N -0.5950

=====

[4]
# C36H67N3O12P2

A cluster of 3 separate species, C36H67N3O12P2 in total (wB97M-V/def2-TZVPD, the OMol25 dataset).

Positions of all 120 atoms, in Å:
C -2.78 0.21 2.91
O -3.91 0.94 2.48
C -3.57 2.11 1.76
C -3.69 1.94 0.23
C -2.53 2.68 -0.47
C -1.17 2.02 -0.10
C -0.30 1.69 -1.32
C -0.07 2.89 -2.25
C 1.03 3.83 -1.75
O 2.28 3.17 -1.55
C 2.64 2.99 -0.18
C 3.53 4.16 0.25
C 3.98 4.07 1.71
C 4.81 5.26 2.17
N 4.00 6.46 2.43
C 2.96 6.23 3.44
C 1.58 6.42 2.85
C 0.57 5.48 3.03
C -0.70 5.66 2.52
C -0.99 6.80 1.80
C 0.00 7.75 1.57
C 1.26 7.54 2.10
O 2.22 8.52 1.85
C 3.25 1.57 0.00
N 2.90 0.97 1.30
C 4.75 1.50 -0.32
C 5.46 0.20 0.17
C 4.75 -1.12 -0.20
N 4.59 -1.94 1.00
C 3.93 -3.22 0.73
C 2.65 -3.46 1.51
C 1.58 -4.04 0.83
C 0.38 -4.27 1.47
C 0.20 -3.93 2.80
C 1.25 -3.36 3.49
C 2.46 -3.14 2.84
O 3.49 -2.58 3.59
H -1.86 0.80 2.98
H -2.99 -0.15 3.92
H -2.64 -0.68 2.30
H -4.32 2.86 2.03
H -2.61 2.53 2.06
H -4.63 2.36 -0.12
H -3.66 0.88 -0.02
H -2.68 2.63 -1.55
H -2.56 3.71 -0.11
H -1.42 1.06 0.37
H -0.65 2.60 0.66
H 0.62 1.20 -1.01
H -0.85 0.94 -1.90
H 0.25 2.50 -3.21
H -1.00 3.44 -2.41
H 1.21 4.56 -2.55
H 0.68 4.41 -0.89
H 1.75 3.04 0.47
H 4.42 4.17 -0.39
H 3.01 5.10 0.05
H 4.59 3.18 1.86
H 3.08 3.91 2.32
H 5.52 5.52 1.38
H 5.42 4.94 3.03
H 4.64 7.16 2.77
H 3.01 5.24 3.89
H 3.06 6.95 4.26
H 0.80 4.58 3.60
H -1.49 4.93 2.67
H -1.98 6.99 1.41
H -0.20 8.65 1.00
H 2.50 8.38 0.94
H 2.75 0.94 -0.74
H 3.35 1.46 2.06
H 1.89 1.02 1.38
H 4.89 1.56 -1.40
H 5.32 2.32 0.12
H 5.54 0.30 1.26
H 6.48 0.24 -0.22
H 3.82 -0.98 -0.76
H 5.44 -1.66 -0.85
H 4.07 -1.39 1.67
H 4.62 -4.05 0.89
H 3.63 -3.22 -0.33
H 1.69 -4.32 -0.21
H -0.45 -4.72 0.94
H -0.75 -4.11 3.27
H 1.14 -3.09 4.53
H 3.21 -1.68 3.78
C -5.04 -2.07 1.02
O -4.46 -2.86 -0.03
P -5.33 -4.02 -0.81
O -4.43 -4.31 -1.95
O -6.51 -2.95 -1.17
C -6.28 -1.98 -2.19
O -6.45 -5.24 -0.92
C -6.74 -5.99 0.28
H -4.39 -2.09 1.89
H -5.12 -1.04 0.67
H -6.03 -2.42 1.31
H -5.25 -1.98 -2.52
H -6.53 -1.00 -1.79
H -6.94 -2.20 -3.03
H -7.16 -5.34 1.05
H -5.84 -6.48 0.66
H -7.47 -6.76 0.03
C -3.03 -7.14 -5.50
O -1.99 -7.78 -4.75
P -0.51 -7.06 -4.59
O 0.10 -7.89 -3.52
O -1.13 -5.66 -4.07
C -1.61 -5.57 -2.72
O 0.81 -6.28 -5.24
C 0.97 -6.31 -6.67
H -3.44 -7.86 -6.22
H -3.82 -6.85 -4.81
H -2.68 -6.26 -6.03
H -1.63 -6.55 -2.23
H -2.62 -5.17 -2.73
H -0.96 -4.90 -2.16
H 0.13 -5.83 -7.17
H 1.06 -7.34 -7.02
H 1.88 -5.78 -6.92

The calculation puts the HOMO energy at -8.24 eV. The SMILES is COCCCCCCCO[C@H](CCCNCc1ccccc1O)[C@H](N)CCCNCc1ccccc1O.COP(=O)(OC)OC.COP(=O)(OC)OC. As for the molar mass: 795.9 g/mol. Its spin multiplicity is 1.

Results of the Mulliken charge analysis, in e, for atoms 1 through 5:
1. C -0.6086
2. O -0.4406
3. C -0.2514
4. C -0.6378
5. C -1.0258

=====

Number 1: lowest unoccupied orbital energy 2.08 eV. Number 2: lowest unoccupied orbital energy 0.49 eV. Number 3: lowest unoccupied orbital energy 0.34 eV. Number 4: lowest unoccupied orbital energy -0.93 eV.